{"formula": "C45H125N15O25", "method": "ωB97M-V/def2-TZVPD", "elements": ["C", "C", "O", "N", "C", "H", "H", "H", "H", "H", "H", "H", "C", "C", "O", "N", "C", "H", "H", "H", "H", "H", "H", "H", "C", "C", "O", "N", "C", "H", "H", "H", "H", "H", "H", "H", "C", "C", "O", "N", "C", "H", "H", "H", "H", "H", "H", "H", "C", "C", "O", "N", "C", "H", "H", "H", "H", "H", "H", "H", "C", "C", "O", "N", "C", "H", "H", "H", "H", "H", "H", "H", "C", "C", "O", "N", "C", "H", "H", "H", "H", "H", "H", "H", "C", "C", "O", "N", "C", "H", "H", "H", "H", "H", "H", "H", "C", "C", "O", "N", "C", "H", "H", "H", "H", "H", "H", "H", "C", "C", "O", "N", "C", "H", "H", "H", "H", "H", "H", "H", "C", "C", "O", "N", "C", "H", "H", "H", "H", "H", "H", "H", "C", "C", "O", "N", "C", "H", "H", "H", "H", "H", "H", "H", "C", "C", "O", "N", "C", "H", "H", "H", "H", "H", "H", "H", "C", "C", "O", "N", "C", "H", "H", "H", "H", "H", "H", "H", "C", "C", "O", "N", "C", "H", "H", "H", "H", "H", "H", "H", "O", "H", "H", "O", "H", "H", "O", "H", "H", "O", "H", "H", "O", "H", "H", "O", "H", "H", "O", "H", "H", "O", "H", "H", "O", "H", "H", "O", "H", "H"], "xyz": [[0.1101, -3.6032, 2.1961], [1.5157, -3.9916, 2.4857], [2.4072, -3.1326, 2.5300], [1.7901, -5.3080, 2.6236], [3.2242, -5.7005, 2.6508], [-0.0270, -3.5188, 1.1306], [-0.2239, -2.6774, 2.6518], [-0.6224, -4.3321, 2.5846], [1.0224, -5.9836, 2.5131], [3.7575, -5.2115, 3.4710], [3.7089, -5.4368, 1.7158], [3.3005, -6.7908, 2.6884], [0.7007, 4.2474, 4.2659], [2.1627, 4.1584, 3.8364], [2.5651, 4.5829, 2.7529], [3.0690, 3.5419, 4.6157], [4.4694, 3.5097, 4.2233], [0.1957, 5.1910, 4.0888], [0.5625, 4.0331, 5.3270], [0.1328, 3.5541, 3.6339], [2.7405, 3.0612, 5.4527], [5.0732, 3.4784, 5.1285], [4.6156, 4.4526, 3.7025], [4.6721, 2.6758, 3.5507], [-5.7051, -3.8031, 2.1339], [-5.0200, -3.6951, 3.4915], [-5.5004, -4.1322, 4.5282], [-3.8348, -3.0093, 3.4696], [-3.2264, -2.6974, 4.8046], [-6.4605, -4.6063, 2.1515], [-5.0353, -3.9586, 1.3039], [-6.3384, -2.9395, 1.9566], [-3.4320, -2.6659, 2.6193], [-2.1564, -2.5469, 4.6547], [-3.3216, -3.6420, 5.3457], [-3.7896, -1.9177, 5.3309], [6.0365, 2.2245, -0.2602], [5.5192, 3.1479, 0.7842], [6.3072, 3.6754, 1.5654], [4.1791, 3.3919, 0.8233], [3.2875, 2.7246, -0.0887], [5.7676, 2.6460, -1.2329], [5.5931, 1.2210, -0.1768], [7.0655, 1.9914, -0.1440], [3.7957, 3.8262, 1.6453], [3.5244, 1.6630, -0.1015], [3.5464, 3.0573, -1.0925], [2.2688, 3.0065, 0.1444], [0.3480, -0.7973, 8.2031], [-0.0484, -0.9829, 6.7324], [-0.8236, -1.8780, 6.4214], [0.4661, -0.1347, 5.7710], [-0.0653, -0.0451, 4.4574], [0.3957, -1.7555, 8.7112], [-0.3716, -0.1281, 8.7016], [1.2926, -0.3029, 8.3507], [1.1967, 0.5059, 6.0197], [-1.1486, -0.0923, 4.3855], [0.2986, -0.7952, 3.7658], [0.1558, 0.9223, 4.0348], [0.0193, -4.7145, -3.1461], [-0.7277, -4.9314, -1.8646], [-0.1651, -5.4365, -0.9130], [-2.0228, -4.4481, -1.8685], [-2.8014, -4.4846, -0.6090], [0.9004, -4.1703, -2.8267], [-0.4665, -4.1126, -3.9116], [0.2949, -5.7121, -3.4802], [-2.3080, -3.7847, -2.5995], [-3.4671, -5.3462, -0.5441], [-3.4273, -3.5827, -0.6482], [-2.1951, -4.4294, 0.3061], [4.9277, -2.2829, -3.5105], [4.0645, -2.4370, -2.3371], [3.6378, -1.4310, -1.6910], [3.6662, -3.6505, -1.9503], [2.8432, -3.7984, -0.8044], [5.7081, -1.5753, -3.3032], [4.3952, -2.0001, -4.3946], [5.4405, -3.1913, -3.8207], [3.9439, -4.4648, -2.4544], [3.3959, -3.5893, 0.1187], [2.4120, -4.7835, -0.7245], [2.0042, -3.0881, -0.8510], [5.6549, 0.4801, 7.0833], [4.3833, 0.3340, 6.2632], [3.2464, 0.3915, 6.7280], [4.5671, 0.1622, 4.9576], [3.4262, -0.1051, 4.1259], [5.5914, 1.4023, 7.6766], [6.6352, 0.4124, 6.6451], [5.5858, -0.3259, 7.8312], [5.4625, -0.1178, 4.5848], [2.8063, -0.9649, 4.3458], [3.7082, -0.0836, 3.0737], [2.7630, 0.7546, 4.2126], [-3.2569, 3.5808, -1.5341], [-4.4665, 3.3621, -0.6835], [-5.3403, 4.2080, -0.5516], [-4.5337, 2.1065, -0.0758], [-5.6676, 1.8887, 0.8440], [-2.6998, 4.4375, -1.1501], [-3.5103, 3.7802, -2.5725], [-2.6155, 2.7014, -1.5218], [-3.7690, 1.4388, -0.1521], [-6.5755, 2.2570, 0.3696], [-5.5635, 2.2781, 1.8694], [-5.7090, 0.8077, 0.8842], [-0.9092, 1.4454, -3.9717], [-1.1488, 1.2860, -5.4606], [-2.2570, 1.0813, -5.9629], [-0.0647, 1.4172, -6.2561], [-0.2183, 1.2567, -7.6901], [-1.4078, 0.6732, -3.4099], [-1.2301, 2.4545, -3.7264], [0.1419, 1.4071, -3.6686], [0.8370, 1.6399, -5.8610], [-0.7163, 2.1222, -8.1442], [-0.8444, 0.3928, -7.9210], [0.7513, 1.1564, -8.1627], [-0.7568, 1.6121, 0.9743], [-0.8763, 0.5657, -0.0782], [-1.9929, 0.3456, -0.5943], [0.1967, -0.1786, -0.4597], [0.0507, -1.3590, -1.2516], [-1.4618, 1.3946, 1.7902], [-0.9862, 2.5725, 0.5124], [0.2378, 1.6896, 1.4176], [0.9896, -0.0793, 0.1645], [-0.3856, -2.2053, -0.7369], [0.9608, -1.6226, -1.7758], [-0.4990, -1.1642, -2.1629], [2.6545, 4.2689, -5.9698], [2.6734, 3.3644, -4.7196], [2.4075, 3.8170, -3.5953], [3.0435, 2.0552, -4.9186], [3.3562, 1.3024, -3.7052], [3.6676, 4.5008, -6.2439], [2.0313, 5.0953, -5.6792], [2.2668, 3.8320, -6.8852], [3.4464, 1.7166, -5.7904], [3.6625, 0.2821, -3.9548], [2.5270, 1.1151, -3.0397], [4.1839, 1.6741, -3.1120], [-2.1192, 2.7271, 6.0918], [-2.3307, 3.7237, 5.0385], [-2.0478, 4.9030, 5.2383], [-2.7789, 3.3044, 3.8433], [-3.2322, 4.2087, 2.8358], [-1.2036, 2.9480, 6.6643], [-2.0322, 1.7495, 5.6298], [-2.9758, 2.7021, 6.7610], [-3.0162, 2.3358, 3.7297], [-3.7416, 3.6500, 2.0367], [-2.4067, 4.8156, 2.4886], [-3.9382, 4.9398, 3.2452], [-4.0872, -0.7292, -3.3673], [-4.2815, -2.1773, -3.8709], [-3.3774, -2.9861, -3.8602], [-5.4549, -2.5047, -4.4710], [-5.6588, -3.8797, -4.8988], [-5.0134, -0.3431, -2.9250], [-3.7837, -0.0900, -4.2017], [-3.2656, -0.7227, -2.6317], [-6.2672, -1.9237, -4.3037], [-4.8416, -4.0914, -5.5874], [-6.6578, -4.0081, -5.3140], [-5.5361, -4.5912, -4.0638], [1.3111, -1.6913, -5.1030], [2.2648, -1.5920, -6.3002], [3.2765, -0.9408, -6.2836], [1.8988, -2.3634, -7.3239], [2.8053, -2.6352, -8.4537], [0.3015, -1.9820, -5.4189], [1.1869, -0.6766, -4.7497], [1.7579, -2.4378, -4.4566], [1.1143, -2.9929, -7.2494], [3.1473, -3.6522, -8.6343], [3.7066, -2.0196, -8.3581], [2.2598, -2.2598, -9.3245], [-3.6855, 0.4310, 3.2862], [-3.7447, -0.1755, 2.5203], [-3.6345, -0.1476, 4.0452], [-2.4647, -1.2728, -7.4093], [-3.2825, -1.3122, -7.9161], [-2.5875, -0.4929, -6.8582], [-0.4250, -6.6920, 1.5874], [-0.3949, -6.2430, 0.7122], [-0.5981, -7.6012, 1.3350], [-6.0784, -2.0663, -0.9320], [-6.5854, -2.6572, -0.3740], [-6.6621, -1.3150, -1.0949], [-0.5120, 7.8737, -1.0862], [0.2877, 7.9136, -0.5581], [-1.1880, 8.0896, -0.4343], [2.5875, -0.7616, 0.8039], [3.0463, -1.0245, -0.0106], [2.3998, -1.5851, 1.3249], [0.3392, 4.6256, -1.7758], [0.0437, 5.5424, -1.9701], [0.8526, 4.3250, -2.5202], [-3.5922, -1.2290, 0.9398], [-3.0147, -0.6972, 0.3082], [-4.3940, -1.4368, 0.4809], [-1.3552, 7.4228, 1.6796], [-0.6730, 6.7478, 1.4900], [-1.6092, 7.2675, 2.5929], [0.2425, 5.0234, 1.1344], [1.0946, 5.0504, 1.6187], [0.3897, 4.7339, 0.2221]], "forces_ev_per_angstrom": [[-1.5, -0.6, 0.8], [0.7, 0.0, 0.1], [-0.1, -0.1, -0.2], [0.7, 0.4, 0.0], [-1.0, -0.3, -0.1], [0.0, 0.0, -0.5], [0.6, 0.4, 0.1], [0.4, -0.1, -0.4], [0.6, 0.3, -0.1], [-0.2, -0.2, -0.1], [0.0, 0.4, -0.1], [-0.2, 0.2, 0.4], [0.4, -0.5, 0.0], [0.0, -0.1, 0.0], [-0.8, 0.7, -0.6], [-1.0, -0.5, 1.1], [-0.5, 0.3, 0.2], [0.5, 0.4, -0.1], [0.0, -0.2, -0.1], [0.1, -0.2, 0.2], [0.3, 0.3, -0.3], [0.1, -0.2, -0.2], [0.5, -0.2, -0.1], [0.2, 0.1, 0.1], [-1.1, -0.8, 0.5], [0.4, 0.4, -0.2], [0.0, 0.2, -0.7], [-0.5, -0.1, 1.7], [-0.1, -1.4, -1.6], [0.6, -0.1, 0.2], [0.4, 0.1, -0.2], [0.3, 0.6, 0.0], [-0.1, 0.2, -0.3], [-0.3, 0.6, 0.3], [0.0, 0.4, 0.4], [0.4, 0.0, -0.1], [-1.2, -1.0, -0.6], [0.2, 0.7, 1.1], [-0.2, 0.0, 0.2], [1.1, -0.6, -0.2], [0.9, 0.2, -0.6], [0.3, -0.3, -0.1], [-0.5, 0.3, -0.2], [1.1, 0.7, 0.0], [0.0, 0.4, 0.2], [-0.8, -0.3, 0.2], [-0.5, 0.2, -0.3], [-0.2, -0.3, 0.0], [-0.1, 0.6, -0.4], [0.2, -0.2, -0.3], [0.0, 0.4, 0.0], [-0.5, -0.3, 1.6], [-0.6, 0.1, -0.9], [-0.3, -0.1, -0.1], [-0.1, -0.5, -0.2], [0.6, 0.2, -0.3], [0.3, -0.1, 0.3], [-0.3, -0.2, 0.5], [0.4, -0.3, -0.1], [0.4, 0.4, -0.1], [0.3, 0.0, 0.3], [-2.3, 1.8, -1.1], [0.1, -0.7, 0.8], [1.5, -0.9, 1.5], [-0.3, 0.9, -0.7], [0.5, -0.1, -0.2], [-0.3, -0.3, 0.0], [0.2, 0.1, -0.4], [0.0, -0.5, 0.2], [0.2, -0.1, -0.1], [0.0, -0.3, 0.2], [0.1, -0.1, -0.5], [1.1, -0.9, -0.6], [-1.6, 2.0, 1.9], [1.1, -1.4, -1.3], [0.4, -0.2, -0.7], [-0.9, 0.4, 1.3], [0.1, 0.6, 0.1], [-0.6, 0.7, -0.4], [0.0, -0.4, 0.3], [0.3, -0.2, -0.2], [-0.1, 0.0, -0.1], [0.0, -0.4, -0.2], [0.3, -0.3, 0.1], [-1.0, -0.2, 1.7], [0.5, 0.3, 0.2], [0.5, 0.3, 0.4], [0.2, -1.0, -1.0], [-0.7, 1.2, -1.1], [0.0, -0.1, -0.3], [0.0, 0.0, -0.8], [0.1, 0.2, -0.1], [0.0, 0.3, 0.3], [0.4, -0.5, 0.3], [0.2, -0.4, 0.1], [-0.2, 0.1, 0.1], [0.6, -0.1, -0.1], [-0.3, -0.8, 0.2], [0.4, -0.6, 0.2], [-0.8, 1.9, 0.3], [0.7, -0.8, -0.8], [0.0, 0.0, 0.0], [-0.3, 0.1, 0.0], [0.1, 0.0, 0.0], [-0.2, 0.4, 0.1], [0.1, 0.2, 0.2], [0.2, 0.1, -0.5], [-0.4, -0.3, 0.5], [0.6, 0.3, -0.5], [0.3, 0.0, -0.2], [0.1, 0.0, 0.7], [-0.2, -0.2, -0.1], [-0.3, 0.3, -0.3], [-0.6, 0.0, 0.2], [-0.4, -0.1, 0.4], [0.1, 0.0, -0.4], [-0.1, -0.1, 0.0], [0.1, 0.0, 0.2], [0.2, 0.0, 0.1], [0.2, -0.1, 0.1], [0.5, 0.2, 0.3], [-0.2, -1.4, -0.9], [0.0, 0.2, 0.0], [-1.0, 1.5, 1.2], [0.2, 0.1, -1.4], [0.0, 0.1, -0.4], [-0.2, 0.1, 0.2], [0.1, -0.1, -0.1], [0.6, -0.4, -0.3], [-0.1, -0.2, 0.2], [0.8, -0.1, 0.8], [-1.1, 0.3, 0.1], [-0.4, -1.0, 0.7], [0.1, 0.3, -0.3], [0.2, -0.9, -1.6], [-0.1, 0.4, 1.2], [0.5, -1.7, -0.2], [0.5, 0.7, 0.3], [0.2, 0.7, -0.2], [-0.4, -0.5, 0.1], [-0.2, 0.3, 0.3], [0.0, 0.2, -0.5], [-0.5, 0.6, 0.1], [0.0, 0.7, 0.0], [0.4, -1.1, 0.5], [0.5, 1.7, -0.5], [-0.3, 0.2, -0.1], [-0.2, -0.9, 0.4], [-0.5, 0.8, -0.2], [-0.5, 0.0, -0.2], [0.1, -0.4, 0.2], [0.0, 0.1, 0.1], [-0.2, -0.4, 0.0], [0.5, 0.3, 0.2], [0.2, -0.1, -0.6], [-0.1, -0.2, 0.1], [-0.1, -0.9, 0.1], [-0.4, 1.5, -0.4], [0.9, -0.7, 0.3], [-0.6, 0.4, 0.6], [0.5, -0.1, 0.5], [0.3, 0.0, -0.1], [-0.1, -0.1, 0.0], [-0.5, 0.0, -0.2], [0.3, -0.1, -0.1], [-0.4, -0.3, -0.3], [0.2, 0.1, -0.2], [-0.1, 0.3, -0.2], [-0.2, 0.5, -1.5], [-1.7, -1.0, 1.0], [1.3, 1.1, 0.1], [0.8, -1.6, -1.4], [-0.3, 1.5, -0.5], [0.2, -0.3, 0.0], [0.4, 0.0, 0.9], [-0.1, 0.3, 0.6], [-0.1, 0.4, 0.2], [-0.5, -0.3, 0.5], [-0.3, -0.1, 0.2], [0.4, -0.3, -0.3], [0.1, 0.1, -0.4], [0.0, 0.2, 0.0], [0.0, -0.2, 0.3], [-0.2, -0.4, -0.3], [0.1, -0.1, -0.1], [0.1, 0.5, 0.3], [-0.2, 0.0, -0.6], [0.0, 0.1, 0.3], [-0.1, -0.3, 0.2], [0.2, 0.3, -0.1], [-0.2, -0.2, 0.2], [0.1, 0.0, 0.1], [0.0, -0.1, -0.2], [0.3, 0.0, 0.0], [-0.2, -0.1, 0.1], [-0.2, -0.5, 0.8], [0.0, -0.2, -0.1], [0.4, 0.6, -0.3], [-1.0, 0.9, 0.6], [0.3, -0.7, 0.2], [0.7, -0.1, -0.5], [1.4, 0.7, 0.1], [-0.7, -0.6, 0.6], [-0.9, -0.2, -0.7], [0.4, -0.1, -0.1], [-0.4, -0.1, 0.0], [-0.1, 0.0, 0.1], [0.0, 0.2, 0.4], [-0.1, -0.3, -0.4], [0.3, 0.1, -0.1]], "lowdin_charge": [0.0122, -0.5302, -0.0108, 0.0396, -0.0506, 0.0572, 0.0664, 0.0881, 0.0939, 0.0857, 0.0608, 0.0827, 0.0187, -0.4802, -0.0188, 0.0267, -0.0540, 0.0832, 0.0769, 0.0778, 0.1338, 0.0909, 0.0888, 0.0718, -0.0038, -0.5396, 0.0380, 0.0182, -0.0552, 0.0903, 0.0490, 0.0729, 0.0783, 0.0524, 0.0870, 0.0892, -0.0079, -0.5472, 0.0131, 0.0346, -0.0644, 0.0838, 0.0831, 0.0716, 0.0688, 0.0641, 0.0677, 0.0773, 0.0077, -0.4876, 0.0241, 0.0265, -0.0992, 0.0793, 0.0868, 0.0490, 0.0863, 0.0638, 0.0678, 0.0690, 0.0154, -0.5353, 0.0106, 0.0456, -0.0513, 0.0532, 0.0767, 0.0946, 0.0787, 0.0843, 0.0640, 0.0716, 0.0121, -0.4954, -0.0210, 0.0353, -0.0791, 0.0948, 0.0551, 0.0886, 0.1401, 0.0908, 0.0859, 0.0648, 0.0047, -0.5523, 0.0177, 0.0260, -0.0718, 0.0874, 0.0694, 0.0897, 0.1460, 0.0824, 0.0808, 0.0622, 0.0011, -0.5465, 0.0372, 0.0209, -0.0753, 0.0891, 0.0876, 0.0466, 0.0808, 0.0802, 0.0791, 0.0553, 0.0325, -0.5050, 0.0037, 0.0341, -0.0599, 0.0542, 0.0877, 0.0681, 0.0943, 0.0922, 0.0649, 0.0796, 0.0363, -0.4665, -0.0580, 0.0641, -0.0650, 0.0846, 0.0827, 0.0793, 0.0819, 0.0789, 0.0623, 0.0729, 0.0143, -0.4932, 0.0195, 0.0257, -0.0765, 0.0782, 0.0797, 0.0680, 0.1354, 0.0553, 0.0728, 0.0788, 0.0052, -0.5945, 0.0159, 0.0257, -0.0502, 0.0926, 0.0576, 0.0946, 0.0752, 0.0712, 0.0657, 0.0989, 0.0272, -0.5206, 0.0127, 0.0083, -0.0716, 0.0714, 0.0702, 0.0667, 0.1340, 0.0837, 0.0844, 0.0892, 0.0245, -0.5793, 0.0326, 0.0249, -0.0526, 0.0844, 0.0575, 0.0720, 0.1375, 0.0795, 0.0805, 0.0827, -0.0601, 0.0073, 0.0111, -0.0735, 0.0388, -0.0220, -0.0726, 0.0107, 0.0526, -0.0414, 0.0303, 0.0544, -0.0566, 0.0329, 0.0177, -0.0908, -0.0037, 0.0288, -0.0616, 0.0529, -0.0155, -0.0753, 0.0343, -0.0033, -0.0759, -0.0007, 0.0326, -0.0738, 0.0224, 0.0002], "homo_lumo_gap_ev": 8.6, "e_tot_ha": -4492.336836, "e_homo_ev": -8.685, "e_lumo_ev": -0.053, "multiplicity": 1}